The following is a DFT calculation (ωB97M-V with the def2-TZVPD basis set) of 2 unconnected molecules or ions with the total composition C5H13N2O at a distorted geometry.

Structure (ORCA input):
```
! RIJCOSX wB97M-V def2-TZVPD def2/J DEFGRID3
* xyz -1 1
C 0.55 1.09 0.14
N 1.48 1.07 -0.99
C 0.61 0.77 -2.22
O 1.25 0.00 -3.10
C 0.04 -0.31 0.72
C 1.18 -1.23 1.07
N -0.85 -0.29 1.82
C -2.14 0.03 1.20
H 0.96 1.60 1.01
H -0.38 1.59 -0.16
H 2.04 0.22 -0.89
H 0.27 1.82 -2.44
H -0.35 0.27 -1.92
H -0.81 -1.61 -0.71
H 1.92 -0.78 1.73
H 1.67 -1.61 0.17
H 0.72 -2.11 1.53
H -0.59 -0.93 -0.17
H -2.51 -0.66 0.41
H -2.14 1.10 0.83
H -2.92 -0.03 1.97
*
```

Results
- orbital gap (hartree) = 0.19510
- largest force on an atom (eV Å⁻¹) = 7.064

Atom charges from the natural (NBO) analysis, given in e for atoms 1 to 4: C -0.246; N -0.658; C 0.146; O -0.929

The following is a DFT calculation (ωB97M-V with the def2-TZVPD basis set) of a gas-phase ion, C5H13N2O (charge -1) at a distorted geometry.

Structure (ORCA input):
```
! RIJCOSX wB97M-V def2-TZVPD def2/J DEFGRID3
* xyz -1 1
C 1.07 -2.65 1.75
N 0.02 -1.99 1.01
C 0.37 -1.44 -0.28
C -0.25 -0.07 -0.60
N 0.30 0.32 -1.89
C -0.01 1.01 0.48
C -0.91 2.27 0.19
O -0.90 2.74 -1.06
H 0.98 -2.49 2.81
H 2.05 -2.26 1.49
H 1.04 -3.73 1.61
H -0.58 -1.39 1.55
H 0.11 -2.14 -1.09
H 1.45 -1.31 -0.42
H -1.32 -0.12 -0.72
H -0.24 1.15 -2.15
H 1.22 0.72 -1.74
H 1.06 1.25 0.50
H -0.35 0.56 1.42
H -0.60 3.01 0.97
H -1.93 1.88 0.47
*
```

Results
- orbital gap (hartree) = 0.22990
- largest force on an atom (eV Å⁻¹) = 1.203
- structure (SMILES) = CNC[C@H](N)CC[O-]

Atom charges from the natural (NBO) analysis, given in e for atoms 1 to 4: C -0.396; N -0.655; C -0.209; C -0.063

The following is a DFT calculation (ωB97M-V with the def2-TZVPD basis set) of a gas-phase ion, C5H13N2O (charge -1) at a distorted geometry.

Structure (ORCA input):
```
! RIJCOSX wB97M-V def2-TZVPD def2/J DEFGRID3
* xyz -1 1
C -0.79 -2.55 1.50
N 0.48 -1.91 0.94
C 0.21 -0.57 0.55
C 0.49 0.57 1.59
C 1.06 -0.07 -0.75
N 0.70 1.22 -1.28
C -0.68 1.36 -1.86
O -1.41 2.28 -1.18
H -0.78 -3.55 1.07
H -0.91 -2.63 2.60
H -1.62 -2.10 0.96
H 1.27 -1.98 1.56
H -0.84 -0.35 0.30
H 1.27 0.21 2.25
H 0.99 1.44 1.20
H -0.50 0.82 1.99
H 2.14 -0.10 -0.57
H 0.81 -0.88 -1.47
H 0.88 1.98 -0.64
H -0.58 1.55 -2.96
H -1.22 0.42 -1.78
*
```

Results
- orbital gap (hartree) = 0.21181
- largest force on an atom (eV Å⁻¹) = 4.615
- structure (SMILES) = CN[C@@H](C)CNC[O-]

Atom charges from the natural (NBO) analysis, given in e for atoms 1 to 4: C -0.424; N -0.641; C -0.087; C -0.635

The following is a DFT calculation (ωB97M-V with the def2-TZVPD basis set) of a gas-phase ion, C5H13N2O (charge +1) at a distorted geometry.

Structure (ORCA input):
```
! RIJCOSX wB97M-V def2-TZVPD def2/J DEFGRID3
* xyz 1 1
H 1.46 -1.43 2.05
N 1.97 -1.21 1.12
C 1.70 -0.17 0.46
C 2.45 0.09 -0.80
C 0.39 0.70 0.60
C -0.97 0.33 -0.04
C -0.99 -1.13 -0.56
N -2.24 0.55 0.79
O -1.33 1.11 -1.10
H 1.87 -0.53 -1.47
H 3.47 -0.34 -0.71
H 2.39 1.12 -1.02
H 0.33 0.94 1.71
H 0.53 1.73 0.14
H 0.03 -1.38 -0.82
H -1.34 -1.99 0.16
H -1.58 -1.28 -1.37
H -3.01 -0.02 0.36
H -2.33 1.63 0.69
H -2.06 0.22 1.70
H -0.74 1.10 -1.88
*
```

Results
- orbital gap (hartree) = 0.35096
- largest force on an atom (eV Å⁻¹) = 4.679
- structure (SMILES) = [H]/N=C(/C)C[C@@](C)([NH3+])O

Atom charges from the natural (NBO) analysis, given in e for atoms 1 to 4: H 0.358; N -0.601; C 0.334; C -0.675

The following is a DFT calculation (ωB97M-V with the def2-TZVPD basis set) of a gas-phase ion, C5H13N2OS2 (charge +1) at a distorted geometry.

Structure (ORCA input):
```
! RIJCOSX wB97M-V def2-TZVPD def2/J DEFGRID3
* xyz 1 1
C 2.19 0.89 1.38
N 1.02 0.33 0.70
C -0.19 1.03 0.66
S -0.13 2.51 -0.79
C -1.30 0.01 0.27
N -1.50 0.10 -1.24
C -0.56 -0.63 -2.13
S -2.97 0.03 1.13
C -2.73 -1.24 2.28
O -3.62 -1.76 2.83
H 2.02 1.33 2.38
H 2.88 0.15 1.56
H 2.77 1.64 0.78
H 1.31 -0.11 -0.07
H -0.50 1.66 1.58
H -0.75 3.61 -0.17
H -0.74 -0.92 0.59
H -1.39 1.14 -1.50
H -2.49 -0.02 -1.29
H -0.40 -1.64 -1.67
H -1.18 -0.71 -2.98
H 0.30 -0.09 -2.41
H -1.62 -1.39 2.49
*
```

Results
- orbital gap (hartree) = 0.36822
- largest force on an atom (eV Å⁻¹) = 5.684
- structure (SMILES) = CN[C@@H](S)[C@H]([NH2+]C)SC=O

Atom charges from the natural (NBO) analysis, given in e for atoms 1 to 4: C -0.425; N -0.627; C -0.054; S -0.222

The following is a DFT calculation (ωB97M-V with the def2-TZVPD basis set) of a gas-phase ion, C5H13N2S (charge +1) at a distorted geometry.

Structure (ORCA input):
```
! RIJCOSX wB97M-V def2-TZVPD def2/J DEFGRID3
* xyz 1 3
C -2.27 -1.36 -0.18
C -0.95 1.16 0.33
C 0.34 -0.79 0.58
C 0.32 0.47 -0.12
C 1.64 1.20 0.39
N 0.96 -1.82 0.13
N 0.36 0.34 -1.51
S -2.53 0.29 0.06
H -1.94 -1.72 -1.12
H -2.60 -2.04 0.53
H -0.94 1.22 1.50
H -1.20 2.16 -0.01
H 0.05 -0.89 1.63
H 2.36 0.86 -0.24
H 1.91 0.94 1.44
H 1.42 2.34 0.34
H 0.98 -2.05 -0.84
H 0.92 -2.58 0.87
H -0.07 1.09 -2.01
H -2.93 0.86 -1.11
H 1.34 0.33 -1.87
*
```

Results
- orbital gap (spin up / spin down) (hartree) = 0.21459 / 0.27089
- largest force on an atom (eV Å⁻¹) = 5.500
- ⟨S²⟩ = 2.008

Atom charges from the natural (NBO) analysis, given in e for atoms 1 to 4: C -0.398; C -0.507; C -0.118; C 0.014

The following is a DFT calculation (ωB97M-V with the def2-TZVPD basis set) of 2 unconnected molecules or ions with the total composition C5H13N2S2.

Structure (ORCA input):
```
! RIJCOSX wB97M-V def2-TZVPD def2/J DEFGRID3
* xyz 1 1
C 1.97 1.78 -0.18
C -1.74 -0.13 -0.20
C 1.17 -0.92 0.12
C -3.10 0.34 0.13
C 1.25 -2.27 0.76
N -0.87 -0.56 0.61
N 0.65 2.17 -0.52
S 1.90 0.34 1.02
S 1.08 -0.82 -1.60
H 2.53 1.42 -1.05
H 2.58 2.50 0.38
H -1.46 -0.11 -1.25
H -3.83 -0.25 -0.44
H -3.21 1.37 -0.20
H -3.32 0.27 1.19
H 2.23 -2.70 0.55
H 0.49 -2.95 0.39
H 1.16 -2.18 1.84
H -1.08 -0.58 1.60
H 0.28 2.87 0.12
H 0.57 2.50 -1.47
H 0.74 -2.10 -1.81
*
```

Results
- orbital gap (hartree) = 0.35266
- largest force on an atom (eV Å⁻¹) = 0.999

Atom charges from the natural (NBO) analysis, given in e for atoms 1 to 4: C -0.319; C 0.236; C -0.125; C -0.689

The following is a DFT calculation (ωB97M-V with the def2-TZVPD basis set) of a gas-phase ion, C5H13N3 (charge -1) at a distorted geometry.

Structure (ORCA input):
```
! RIJCOSX wB97M-V def2-TZVPD def2/J DEFGRID3
* xyz -1 2
C 2.44 0.50 0.60
C 1.70 -0.04 -0.60
C 0.87 -1.25 -0.32
C -0.33 -1.13 0.73
N -1.62 -0.74 0.31
C -1.78 0.65 0.04
N -3.19 0.93 -0.25
N -0.94 1.29 -1.00
H 2.80 -0.36 1.17
H 1.85 1.07 1.30
H 3.33 1.10 0.40
H 2.40 -0.22 -1.42
H 0.01 1.35 -0.63
H 0.46 -1.91 -1.07
H 1.62 -1.82 0.26
H 0.09 -0.50 1.55
H -0.45 -2.14 1.11
H -1.53 1.22 0.98
H -3.28 1.38 -1.16
H -3.64 0.02 -0.28
H -0.80 0.59 -1.73
*
```

Results
- orbital gap (spin up / spin down) (hartree) = 0.21047 / 0.19903
- largest force on an atom (eV Å⁻¹) = 1.920
- ⟨S²⟩ = 0.754

Atom charges from the natural (NBO) analysis, given in e for atoms 1 to 4: C -0.683; C -0.112; C -0.518; C -0.206

The following is a DFT calculation (ωB97M-V with the def2-TZVPD basis set) of 2 unconnected molecules or ions with the total composition C5H13N3 at a distorted geometry.

Structure (ORCA input):
```
! RIJCOSX wB97M-V def2-TZVPD def2/J DEFGRID3
* xyz 0 1
C 2.30 -1.09 -0.70
C 1.17 -0.71 0.26
C 0.89 0.82 0.27
C -0.04 1.23 -0.73
N -3.14 -0.40 -0.22
C -2.01 0.27 0.33
N -1.39 0.94 -0.50
N 1.27 -1.15 1.67
H 2.31 -0.31 -1.58
H 3.31 -1.13 -0.23
H 2.08 -2.24 -0.88
H 0.24 -0.99 -0.18
H 0.52 1.00 1.28
H 1.80 1.41 0.24
H 2.11 1.92 -1.61
H -0.13 1.97 -1.50
H -3.33 -0.12 -1.21
H -4.01 -0.32 0.30
H 2.56 2.44 -1.95
H 0.85 -0.43 2.21
H 0.72 -2.02 1.86
*
```

Results
- orbital gap (hartree) = 0.26650
- largest force on an atom (eV Å⁻¹) = 7.679

Atom charges from the natural (NBO) analysis, given in e for atoms 1 to 4: C -0.630; C -0.035; C -0.496; C 0.044

The following is a DFT calculation (ωB97M-V with the def2-TZVPD basis set) of a single C5H13N3 molecule at a distorted geometry.

Structure (ORCA input):
```
! RIJCOSX wB97M-V def2-TZVPD def2/J DEFGRID3
* xyz 0 1
C -0.48 -2.03 -0.68
C -0.14 -0.88 0.25
C -1.15 -0.68 1.37
C -0.34 0.61 -0.78
N -1.41 0.92 -1.58
C 0.80 1.30 -0.74
N 1.85 0.70 0.02
N 2.20 1.31 1.27
H -1.47 -1.91 -1.11
H 0.25 -2.09 -1.49
H -0.43 -2.97 -0.13
H 0.82 -1.11 0.72
H -0.92 0.22 1.94
H -2.16 -0.57 0.96
H -1.13 -1.52 2.05
H -2.31 0.59 -1.28
H -1.41 1.81 -2.07
H 0.99 2.23 -1.27
H 2.70 0.56 -0.50
H 1.40 1.19 1.89
H 2.34 2.32 1.15
*
```

Results
- orbital gap (hartree) = 0.32790
- largest force on an atom (eV Å⁻¹) = 3.808
- structure (SMILES) = CC(C)/C(N)=C\NN

Atom charges from the natural (NBO) analysis, given in e for atoms 1 to 4: C -0.624; C -0.159; C -0.622; C 0.222

The following is a DFT calculation (ωB97M-V with the def2-TZVPD basis set) of 2 unconnected molecules or ions with the total composition C5H13N3 at a distorted geometry.

Structure (ORCA input):
```
! RIJCOSX wB97M-V def2-TZVPD def2/J DEFGRID3
* xyz 0 1
C -0.10 2.04 -1.19
N -0.23 1.99 0.27
N -1.10 1.13 0.80
C -1.48 0.05 0.16
N -2.42 -0.77 0.76
H 0.54 2.89 -1.43
H -1.08 2.21 -1.65
H 0.34 1.14 -1.62
H 0.85 1.43 0.61
H -1.39 -0.09 -0.92
H -2.40 -0.73 1.77
H -2.48 -1.71 0.38
C 1.69 0.16 0.80
C 0.85 -0.92 0.68
C 0.89 -1.87 -0.49
H 2.48 0.28 0.06
H 2.00 0.46 1.80
H 0.33 -1.28 1.56
H -0.11 -2.17 -0.81
H 1.41 -1.44 -1.34
H 1.41 -2.79 -0.21
*
```

Results
- orbital gap (hartree) = 0.31760
- largest force on an atom (eV Å⁻¹) = 2.624
- structure (SMILES) = CN/N=C/N.C=CC

Atom charges from the natural (NBO) analysis, given in e for atoms 1 to 4: C -0.463; N -0.403; N -0.313; C 0.199

The following is a DFT calculation (ωB97M-V with the def2-TZVPD basis set) of a molecular structure, C5H13N3 at a distorted geometry.

Structure (ORCA input):
```
! RIJCOSX wB97M-V def2-TZVPD def2/J DEFGRID3
* xyz 0 1
C 0.60 -0.14 -0.67
C -0.03 -2.43 -0.77
C 1.22 2.20 0.85
C -0.81 2.46 -0.37
N 0.47 1.81 -0.33
C -0.46 -0.47 0.13
N -0.35 -3.17 0.43
N -1.38 -0.52 0.93
H -1.63 -1.53 1.07
H -1.07 -3.86 0.26
H 0.46 -3.66 0.81
H 0.46 -0.05 -1.74
H 1.59 -0.28 -0.27
H -0.79 -2.60 -1.53
H 0.93 -2.72 -1.17
H -1.45 2.05 -1.16
H 0.69 1.97 1.79
H 1.43 3.29 0.85
H 2.20 1.72 0.87
H -0.70 3.54 -0.57
H -1.39 2.40 0.57
*
```

Results
- orbital gap (spin up / spin down) (hartree) = 0.26561 / 0.26564
- largest force on an atom (eV Å⁻¹) = 5.144

Atom charges from the natural (NBO) analysis, given in e for atoms 1 to 4: C -0.305; C -0.363; C -0.430; C -0.433